Formula: C29H24Cl2N3PRuS3
Source: OMol25
Level of theory: the ωB97M-V functional and the def2-TZVPD basis

CARTESIAN COORDINATES (ANGSTROEM)
Ru 0.22059 0.01261 -0.79598
S 3.88740 1.60414 -2.84597
C 4.20295 -0.09228 -2.62188
C 5.34701 -0.80020 -2.97330
C 5.39361 -2.14126 -2.65139
C 4.33041 -2.75815 -1.98352
C 3.19320 -2.05607 -1.63815
C 3.12672 -0.70620 -1.97815
N 2.08325 0.18965 -1.70902
C 2.38007 1.42705 -2.08721
C 1.41818 2.46936 -1.79374
C 1.61692 3.80698 -2.10741
C 0.65288 4.73864 -1.75416
C -0.49522 4.32742 -1.09228
C -0.70116 2.98768 -0.78086
C 0.25580 2.03653 -1.12049
H 6.17476 -0.31615 -3.47304
H 6.27062 -2.71970 -2.90630
H 4.40674 -3.80514 -1.72363
H 2.38850 -2.53641 -1.10002
H 2.51620 4.12584 -2.62069
H 0.79653 5.78231 -1.99701
H -1.24794 5.05532 -0.81942
H -1.61309 2.70201 -0.27595
S 1.02115 -0.49077 1.48261
P -0.89033 0.00074 1.96480
S -1.86424 0.06287 0.10810
C -1.70206 -1.20970 2.98522
C -1.41692 -1.17867 4.35290
C -1.98235 -2.12942 5.18422
C -2.82877 -3.09754 4.65713
C -3.11184 -3.12427 3.29813
C -2.54581 -2.18277 2.45366
C -1.01062 1.61033 2.71741
C 0.06761 2.49383 2.70183
C -0.08047 3.75398 3.25919
C -1.29558 4.12883 3.81614
C -2.37199 3.24872 3.82384
C -2.23449 1.98549 3.27784
H -0.76593 -0.41767 4.76652
H -1.76795 -2.11174 6.24382
H -3.27465 -3.83332 5.31278
H -3.77970 -3.87423 2.89719
H -2.77627 -2.20140 1.39529
H 1.01361 2.19752 2.26809
H 0.75512 4.44035 3.26652
H -1.40508 5.11159 4.25499
H -3.31413 3.54444 4.26443
H -3.06971 1.29474 3.29689
Cl -3.25745 -1.79762 -2.80710
C -3.16019 -0.42908 -3.91259
Cl -1.67696 0.53200 -3.64266
H -4.00364 0.22755 -3.74017
H -3.13403 -0.79306 -4.93209
N 0.16158 -2.28052 -2.94278
C 0.02859 -3.59517 -3.15451
C -0.23095 -4.18442 -1.93346
C -0.25955 -3.12926 -1.02540
N -0.02154 -1.97184 -1.64749
H 0.26064 -1.54617 -3.62688
H 0.12315 -4.01400 -4.14248
H -0.38474 -5.22980 -1.73362
H -0.41845 -3.14454 0.04126

Atoms 1-3, force components in eV/Å:
0.021 -0.035 0.008
0.016 0.016 0.018
-0.009 -0.017 -0.015

The gap between HOMO and LUMO (alpha / beta) is 8.1 / 5.8 eV. The energy above the lowest of the compared OMol25 structures with the same formula, charge and spin is 0.0 kcal per mole. The total charge is +2. The HOMO energy (alpha / beta) comes out at -14.0046 / -14.0984 eV. As for the spin multiplicity: 5.

=====

Formula: C42H82O21S8
Source: OMol25
Level of theory: the ωB97M-V functional and the def2-TZVPD basis

CARTESIAN COORDINATES (ANGSTROEM)
C 9.46089 16.19371 22.91732
C 9.90150 17.61753 22.73727
C 8.89744 18.66578 23.17164
O 9.56931 19.40639 24.03668
C 10.78493 18.96202 24.33762
O 11.44880 19.35442 25.29135
O 11.09190 17.91341 23.46908
H 10.12484 15.60030 22.28871
H 8.45202 15.91095 22.61678
H 9.41253 16.10206 24.00239
H 10.08668 17.81160 21.68080
H 8.01151 18.22923 23.63280
H 8.58422 19.25084 22.30694
O 12.28150 23.33028 15.58435
S 11.85697 22.43613 16.64996
O 10.50188 21.87981 16.84952
C 13.13703 21.02805 16.84295
C 13.99387 21.40169 18.09934
C 13.02400 22.10706 19.10210
C 12.35341 23.13940 18.29971
H 13.56495 20.77196 15.87372
H 12.65261 20.09812 17.14071
H 14.40160 20.48314 18.52139
H 14.95444 21.87666 17.89982
H 13.59270 22.47503 19.95607
H 12.18652 21.57221 19.55008
H 13.17461 23.80012 18.02189
H 11.54476 23.76173 18.68299
O 11.07777 14.72925 17.02556
S 10.93370 13.32935 16.72134
O 9.72404 12.79975 16.16663
C 12.36161 12.59630 15.85069
C 13.23376 11.72376 16.85577
C 12.10944 11.20169 17.87536
C 11.28391 12.46822 18.28357
H 12.99984 13.35120 15.39144
H 12.07081 11.93778 15.03221
H 13.95114 11.00650 16.45702
H 13.82117 12.47909 17.37783
H 12.59312 10.76327 18.74825
H 11.48655 10.47905 17.34818
H 11.78080 13.21795 18.89929
H 10.31802 12.32984 18.76937
O 6.37765 12.69964 8.44309
S 7.55916 13.40901 8.88581
O 7.93563 14.82523 8.64994
C 7.52223 13.21057 10.71465
C 8.31914 11.94774 11.05704
C 8.82129 11.27147 9.70762
C 9.01121 12.39674 8.64876
H 6.46709 13.19981 10.98789
H 7.91896 14.12219 11.16147
H 9.21035 12.41861 11.47190
H 7.89798 11.28094 11.80943
H 8.05810 10.63321 9.26232
H 9.77838 10.81127 9.95316
H 8.99521 12.25202 7.56852
H 9.83461 13.06680 8.89596
O 16.17092 12.52405 11.61661
S 16.60352 12.21991 10.25560
O 17.74071 11.25990 10.08453
C 15.15319 11.90857 9.12010
C 15.17672 12.91349 8.00877
C 16.62480 13.48522 7.98596
C 17.04039 13.76220 9.45439
H 14.26278 12.11689 9.71329
H 15.24325 10.84641 8.89249
H 14.87426 12.37414 7.11115
H 14.45898 13.72522 8.12725
H 16.69952 14.29145 7.25623
H 17.39660 12.76784 7.70700
H 16.46049 14.59429 9.85368
H 18.08559 13.89163 9.73525
O 11.27160 3.21572 20.23632
S 10.06821 4.11215 20.33767
O 9.03286 4.03206 19.31852
C 9.37452 3.82074 22.09343
C 9.65557 5.15249 22.93548
C 10.60287 6.11050 22.20632
C 10.58309 5.84933 20.64989
H 9.92591 2.97565 22.50561
H 8.34456 3.47047 22.02565
H 8.73920 5.72729 23.06952
H 10.10130 4.84411 23.88116
H 11.57431 5.87069 22.63864
H 10.43151 7.18078 22.32135
H 11.34373 6.07601 19.90281
H 9.73068 6.39195 20.24113
O 3.88696 19.32836 18.22109
S 4.71088 18.20838 17.88601
O 5.27968 17.31109 18.94167
C 3.75625 17.15913 16.63872
C 4.87484 16.52741 15.79838
C 5.83299 17.73519 15.51788
C 6.11645 18.61999 16.78257
H 3.14237 17.84667 16.05690
H 3.18649 16.49935 17.29307
H 5.26731 15.72841 16.42740
H 4.70681 16.00855 14.85464
H 5.33715 18.33194 14.75228
H 6.72878 17.31401 15.06152
H 6.07578 19.68676 16.56244
H 6.96251 18.33284 17.40692
O 10.99490 7.59331 13.92855
S 11.28462 6.30061 13.26078
O 10.26354 5.52557 12.57835
C 12.77476 6.56063 12.12659
C 13.64995 5.22789 12.33722
C 13.57156 4.94774 13.86827
C 12.16501 5.05512 14.32948
H 13.39092 7.41551 12.40521
H 12.45976 6.77141 11.10461
H 13.26144 4.38968 11.75878
H 14.68927 5.40584 12.06107
H 14.01315 5.79747 14.38890
H 14.05247 3.99640 14.09580
H 12.20717 5.19522 15.40962
H 11.67231 4.09231 14.19405
O 11.39715 16.61714 10.81432
S 11.96989 17.89128 11.31196
O 12.90130 17.99179 12.51047
C 12.72547 18.82997 9.93635
C 11.76692 19.87411 9.43327
C 10.82542 20.35904 10.63956
C 10.51468 19.17976 11.55165
H 12.91004 18.13033 9.12116
H 13.69192 19.21801 10.25809
H 12.35980 20.69775 9.03553
H 11.18949 19.29500 8.71264
H 9.92091 20.82850 10.25285
H 11.27350 21.08750 11.31534
H 9.56470 18.74657 11.23863
H 10.37290 19.41167 12.60721
C 5.27489 6.86812 16.55001
C 5.33258 8.31211 17.09283
C 5.55852 9.30884 15.94486
O 5.32171 8.56962 18.28523
H 5.02497 6.16197 17.34183
H 6.27316 6.56305 16.23618
H 4.58549 6.71023 15.72061
H 4.67327 9.63160 15.39690
H 6.04004 8.77119 15.12805
H 6.26061 10.13095 16.08380
C 20.73439 7.37622 18.05110
C 20.22906 7.65002 16.60571
C 19.95630 9.12826 16.32897
O 20.03386 6.78254 15.86048
H 21.45178 6.55991 18.13535
H 19.91269 7.27241 18.75972
H 21.47091 8.10496 18.38955
H 18.89374 9.36384 16.38867
H 20.47509 9.66829 15.53694
H 20.31059 9.72182 17.17175

Atoms 1-3, force components in eV/Å:
-0.010 0.187 0.240
-0.700 -0.012 -1.995
-1.673 -1.906 -2.308

The gap between HOMO and LUMO is 9.5 eV. The energy above the lowest of the compared OMol25 structures with the same formula, charge and spin is 120.6 kcal per mole. The HOMO energy comes out at -9.6244 eV. The structure (SMILES) is C[C@H]1COC(=O)O1.O=S1(=O)CCCC1.O=S1(=O)CCCC1.O=S1(=O)CCCC1.O=S1(=O)CCCC1.O=S1(=O)CCCC1.O=S1(=O)CCCC1.O=S1(=O)CCCC1.O=S1(=O)CCCC1.CC(C)=O.CC(C)=O.

=====

Formula: C2H12NO2S
Source: OMol25
Level of theory: the ωB97M-V functional and the def2-TZVPD basis

CARTESIAN COORDINATES (ANGSTROEM)
C 1.27279 -0.71473 -0.86190
C -0.11161 -1.30389 -0.74766
S 0.08068 -2.85484 0.25090
N 1.47195 0.28505 0.23396
H 1.45407 -0.14490 -1.77412
H 2.03531 -1.49567 -0.89369
H -0.56201 -1.51199 -1.70236
H -0.80671 -0.75281 -0.11806
H -1.17809 -3.27465 0.07723
H 0.75512 1.01105 0.17458
H 2.40688 0.69870 0.26964
H 1.33445 -0.11890 1.16539
H -1.55505 0.96311 0.86709
H -2.60524 0.51818 1.82864
O -1.73878 0.24387 1.49648
H -0.50762 3.22159 0.55685
H -1.10992 2.77101 -0.80459
O -0.63622 2.45981 -0.01838

Atoms 1-3, force components in eV/Å:
0.049 0.476 -0.904
-0.123 -1.048 1.020
0.025 0.041 -0.473

The gap between HOMO and LUMO is 9.2 eV. The energy above the lowest of the compared OMol25 structures with the same formula, charge and spin is 13.6 kcal per mole. The total charge is +1. The HOMO energy comes out at -12.5855 eV.

=====

Formula: C35H37N6O2PtS2
Source: OMol25
Level of theory: the ωB97M-V functional and the def2-TZVPD basis

CARTESIAN COORDINATES (ANGSTROEM)
Pt -1.46944 -0.74153 0.31466
C -4.22759 -3.77945 -3.84872
C -4.19930 -2.30792 -3.46560
N -4.82238 -2.05554 -2.16593
C -6.28328 -1.91296 -2.17857
C -6.71766 -0.49457 -2.51233
C -4.13920 -1.90144 -1.03866
S -2.46252 -2.34126 -0.99609
N -4.82822 -1.55723 0.04698
C -4.38638 -0.88132 1.07444
O -3.25600 -0.27718 1.17554
C -5.39780 -0.67621 2.15575
C -5.04470 -0.41133 3.47268
C -6.01672 -0.23332 4.44472
C -7.35967 -0.30035 4.10776
C -7.72491 -0.55205 2.79259
C -6.75288 -0.74147 1.82602
H -3.83536 -3.90969 -4.85721
H -5.24017 -4.18253 -3.82799
H -3.61344 -4.36425 -3.16325
H -4.73556 -1.69877 -4.19450
H -3.17526 -1.94566 -3.42341
H -6.65331 -2.20339 -1.19919
H -6.66585 -2.62604 -2.90941
H -6.39740 0.19539 -1.73110
H -7.80362 -0.44711 -2.59196
H -6.29733 -0.15744 -3.46036
H -4.00804 -0.35670 3.75340
H -5.72183 -0.04130 5.46782
H -8.11865 -0.15510 4.86498
H -8.77005 -0.60068 2.51759
H -7.03665 -0.92785 0.80098
C 11.79642 2.44768 -0.12863
O 10.97692 2.49009 1.03091
C 9.67763 2.15534 0.89987
C 9.08712 1.73684 -0.29114
C 7.74428 1.39841 -0.30602
C 6.97144 1.47487 0.84705
C 7.57345 1.90941 2.03101
C 8.90763 2.24477 2.06216
C 5.56552 1.07827 0.78553
N 4.97119 0.55214 -0.26309
C 3.68337 0.32393 0.13447
C 3.48674 0.71440 1.43933
N 4.70582 1.19495 1.84933
C 2.24063 0.57400 2.11559
C 1.99063 0.87627 3.46426
C 0.75052 0.63329 3.98166
C -0.27762 0.11158 3.17441
N -0.07169 -0.14329 1.89085
C 1.17220 0.06219 1.36651
C 1.37027 -0.35488 -0.00195
N 0.28829 -0.86642 -0.65127
C 0.43701 -1.32393 -1.88802
C 1.66341 -1.27391 -2.55749
C 2.75465 -0.72392 -1.93689
C 2.61728 -0.25057 -0.62391
H 12.77871 2.78314 0.18844
H 11.41671 3.11725 -0.90310
H 11.86793 1.43108 -0.52101
H 9.65995 1.67111 -1.20365
H 7.27933 1.07118 -1.22569
H 7.00772 1.99152 2.95159
H 9.38372 2.57705 2.97416
H 4.92740 1.60098 2.74065
H 2.77560 1.27442 4.09452
H 0.53377 0.84331 5.01931
H -1.63292 -0.03294 4.81863
H -0.44122 -1.74466 -2.35061
H 1.72643 -1.67218 -3.55987
H 3.71587 -0.64416 -2.42655
C -1.10469 0.84198 -4.57302
S -2.05036 0.68513 -3.04617
C -1.58733 2.23440 -2.25286
H -1.45359 1.68258 -5.17112
H -1.24630 -0.07397 -5.14492
H -0.04306 0.96743 -4.35644
H -0.50433 2.30080 -2.14378
H -2.04623 2.23984 -1.26501
H -1.95238 3.08943 -2.81946
C -1.63074 -0.13775 3.73627
H -2.32244 0.58152 3.29868
H -1.97945 -1.13375 3.46482

Atoms 1-3, force components in eV/Å:
-0.044 -0.923 0.486
0.029 0.003 0.027
0.029 -0.157 0.018

The gap between HOMO and LUMO is 6.8 eV. The energy above the lowest of the compared OMol25 structures with the same formula, charge and spin is 6.2 kcal per mole. The total charge is +1. The HOMO energy comes out at -10.0591 eV.